Entry 1:
The following is a quantum chemistry calculation of a molecular structure, C37H54Br3N5O7PRe, from the OMol25 dataset.

```
108
C37H54Br3N5O7PRe, DFT ωB97M-V/def2-TZVPD
Re -1.18327 -1.39794 0.05651
C -0.87119 3.96319 5.39112
C 0.51977 3.49900 4.92978
C 1.38989 3.30858 6.17472
C 1.17270 4.56272 4.03535
C 0.35713 2.22783 4.12183
C -0.42157 2.25031 2.96685
C -0.55493 1.09923 2.23914
Br -1.62619 1.07986 0.60715
C 0.00865 -0.15148 2.59037
O -0.17408 -1.18652 1.83495
C 0.73154 -0.18454 3.81712
C 0.91433 1.01302 4.49571
C 1.24719 -1.45605 4.48563
C 0.81026 -2.76917 3.83140
C 2.78093 -1.40314 4.55083
C 0.67011 -1.46517 5.91488
H -0.77241 4.79661 6.08277
H -1.38215 3.15065 5.90320
H -1.49090 4.28450 4.55840
H 1.48351 4.26022 6.69318
H 2.38969 2.97188 5.91238
H 0.93657 2.59787 6.86128
H 1.26413 5.50198 4.57491
H 0.59233 4.74316 3.13450
H 2.16788 4.23717 3.73913
H -0.92116 3.14552 2.64308
H 1.49868 0.99313 5.39767
H 1.18939 -2.89606 2.82353
H -0.27360 -2.84369 3.81063
H 1.19342 -3.59697 4.42414
H 3.21295 -1.47308 3.55718
H 3.15267 -2.23471 5.14096
H 3.12811 -0.48217 5.01090
H -0.39894 -1.26730 5.88665
H 1.14371 -0.72785 6.55468
H 0.82623 -2.43875 6.36751
Br -2.80801 -1.32244 3.38482
C -3.68646 -2.10945 1.92765
C -4.87364 -2.77513 2.19588
C -5.60492 -3.30014 1.14611
C -5.14451 -3.06861 -0.14137
C -3.93919 -2.41210 -0.31282
N -3.17896 -1.96146 0.70361
C -3.39877 -2.08842 -1.70782
O -4.06795 -2.33880 -2.68875
O -2.25077 -1.53995 -1.68365
H -5.20729 -2.86319 3.21665
H -6.51234 -3.85217 1.33269
H -5.68319 -3.37967 -1.02396
Br 3.31406 -4.23716 -1.61668
C 1.74182 -3.89434 -2.61396
C 1.88818 -3.67942 -3.97571
C 0.77617 -3.42522 -4.75658
C -0.48660 -3.46326 -4.19020
C -0.62509 -3.68221 -2.83409
C 0.48673 -3.85392 -2.01367
C 0.32711 -3.87871 -0.51388
O 1.19271 -4.30474 0.21789
O -0.80277 -3.39406 -0.08647
H 2.87028 -3.71522 -4.42246
H 0.90652 -3.22750 -5.80938
H -1.36916 -3.32634 -4.79298
H -1.60965 -3.73679 -2.39959
C -3.27495 2.17566 -2.69972
N -2.06364 2.54425 -3.39598
C -2.22034 3.59911 -4.36587
P -0.67239 1.58845 -3.23986
O -0.89246 0.58554 -2.20170
N 0.70838 2.49616 -2.92161
C 1.17252 2.42852 -1.54774
C 1.07775 3.75143 -3.54348
N -0.39032 0.88524 -4.74151
C -1.50553 0.07952 -5.18313
C 0.54715 1.24986 -5.76786
H -3.53648 2.93245 -1.95396
H -3.12357 1.22147 -2.19894
H -4.10583 2.07584 -3.40491
H -2.48688 4.53615 -3.86618
H -3.01593 3.35693 -5.08064
H -1.29293 3.74313 -4.91331
H 2.26416 2.47074 -1.53768
H 0.84803 1.48798 -1.11286
H 0.78563 3.25304 -0.94222
H 0.81816 3.76015 -4.59719
H 2.16232 3.86507 -3.45747
H 0.60429 4.60292 -3.04681
H -2.03501 -0.29429 -4.30733
H -1.13475 -0.77022 -5.75644
H -2.20296 0.64225 -5.81364
H 1.40537 1.74961 -5.32826
H 0.09593 1.89064 -6.53520
H 0.89882 0.33853 -6.25858
C 4.26533 -0.68107 -1.43974
N 2.83345 -0.72960 -1.62693
C 2.34852 -0.38609 -2.94583
C 2.00051 -1.10202 -0.65701
C 2.59540 -1.49379 0.66003
O 0.76944 -1.09397 -0.87239
H 4.69109 0.02716 -2.14585
H 4.72224 -1.65782 -1.60968
H 4.51809 -0.34992 -0.43638
H 2.65408 0.62915 -3.20149
H 1.26234 -0.44117 -2.95023
H 2.75323 -1.07717 -3.68607
H 3.40050 -2.21282 0.52555
H 1.82026 -1.94972 1.26820
H 2.96528 -0.60867 1.17657
```

Computed properties:
Multiplicity: 2
Frontier orbital gap (alpha / beta), eV: 5.6764 / 6.0965
HOMO (alpha / beta), hartree: -0.391 / -0.392
Charge: +1
<S²>: 0.7579
Energy, a.u.: -10384.34977
Energy relative to the best compared isomer or geometry (same formula, charge and spin), kJ/mol: 148.7
E_LUMO (alpha / beta), eV: -4.95 / -4.57

Entry 2:
The following is a quantum chemistry calculation of 3 unconnected molecules or ions with the total composition C37H54BrClIN2O7P, from the OMol25 dataset.

```
104
C37H54BrClIN2O7P, DFT ωB97M-V/def2-TZVPD
C -1.03047 4.28335 4.27129
C 0.13052 3.74835 4.83114
C 0.44929 2.31281 4.63910
O -0.05280 1.49598 5.35351
O 1.27004 2.04324 3.61722
C 2.02163 0.80991 3.72519
C 1.45736 -0.25024 2.78504
C 0.65098 -1.33227 3.55061
C -0.58259 -1.77128 2.74093
C -1.77847 -2.06885 3.65963
C -3.08064 -1.95593 2.85119
C -3.67092 -0.59208 2.92818
C -4.06003 -0.03235 4.06647
C -4.67930 1.28674 4.15550
O -5.21872 1.59282 5.19393
C -4.63979 2.16001 2.94622
C -4.99265 3.49516 2.96120
I -5.66678 4.50302 4.68489
C -4.94043 4.27420 1.83917
C -4.49726 3.74335 0.65613
Br -4.44956 4.89536 -0.84524
C -4.13246 2.40974 0.58062
P -3.53915 1.85562 -1.11165
O -2.16575 0.99858 -0.88697
Cl -4.97854 0.53704 -1.78002
C -4.22402 1.61613 1.72540
C -3.86370 0.16738 1.66910
O -3.74346 -0.41914 0.62518
H -1.13649 4.41652 3.20247
H -1.86734 4.61250 4.87071
H 0.81568 4.38713 5.36938
H 2.08164 0.43048 4.73745
H 3.02945 1.03820 3.39805
H 2.29652 -0.75688 2.31410
H 0.85306 0.20466 2.00902
H 0.33259 -0.90266 4.49225
H 1.30109 -2.18347 3.72503
H -0.87178 -1.02310 2.00632
H -0.32487 -2.67667 2.19568
H -1.68789 -3.11240 3.95051
H -1.77404 -1.45241 4.55135
H -3.81955 -2.65878 3.23283
H -2.88483 -2.27113 1.83404
H -3.96015 -0.58257 4.98835
H -5.24275 5.30483 1.86784
H -1.43795 1.63024 -0.85232
C -4.12526 -2.44687 -5.32889
C -3.63223 -1.09865 -5.91414
C -4.74481 -0.05685 -5.80990
C -5.88477 -0.28762 -6.80105
C -5.34874 -0.40299 -8.22742
C -4.24541 -1.45204 -8.36476
N -3.18126 -1.27414 -7.33067
O -2.44242 -0.26640 -7.66374
C -4.86280 -2.86044 -8.27135
C -3.64770 -1.38743 -9.76545
C -2.46574 -0.68959 -5.02254
H -3.83626 -2.54224 -4.28309
H -5.20888 -2.55696 -5.35755
H -3.67825 -3.29445 -5.84782
H -4.33028 0.94146 -5.98266
H -5.14008 -0.05311 -4.79270
H -6.45507 -1.18141 -6.53398
H -6.59089 0.54300 -6.74155
H -6.16505 -0.64444 -8.91150
H -4.96523 0.57391 -8.53826
H -4.08524 -3.62531 -8.28114
H -5.51176 -3.03763 -9.12919
H -5.48038 -3.01314 -7.39022
H -3.26172 -0.39821 -10.00444
H -4.41638 -1.62136 -10.50153
H -2.83767 -2.10901 -9.88092
H -1.66021 -1.42481 -5.07164
H -2.80415 -0.62373 -3.98880
H -2.05682 0.28372 -5.28900
C 7.52206 -0.69365 0.54250
C 6.69840 0.17470 1.52738
C 7.52728 1.38272 1.96568
C 8.65757 1.02308 2.92830
C 8.12094 0.23965 4.12496
C 7.30197 -0.98462 3.71760
N 6.25805 -0.64004 2.70370
O 5.28833 -0.02587 3.29761
C 8.24469 -2.07596 3.17581
C 6.66325 -1.60827 4.95332
C 5.49210 0.64722 0.72411
H 7.29773 -0.42625 -0.48911
H 8.59818 -0.57454 0.66189
H 7.27863 -1.75078 0.64281
H 6.87479 2.11602 2.45028
H 7.93851 1.87272 1.08068
H 9.43619 0.45231 2.41551
H 9.14167 1.93706 3.27750
H 8.94933 -0.07563 4.76224
H 7.50206 0.90776 4.73226
H 7.67604 -2.92726 2.79959
H 8.89004 -2.43744 3.97618
H 8.90811 -1.73331 2.38620
H 6.04173 -0.90067 5.49921
H 7.44237 -1.94690 5.63521
H 6.04939 -2.46978 4.68648
H 4.88793 -0.19915 0.39176
H 5.83188 1.18862 -0.15772
H 4.85151 1.32388 1.28795
```

Computed properties:
Multiplicity: 3
Frontier orbital gap, eV: 7.0217
HOMO, hartree: -0.306
<S²>: 2.0081
Energy, a.u.: -5751.47347
E_LUMO, eV: -1.31

Entry 3:
The following is a quantum chemistry calculation of a molecular structure, C37H54Cl2N2O3Se2Si2TeW, from the OMol25 dataset.

```
104
C37H54Cl2N2O3Se2Si2TeW, DFT ωB97M-V/def2-TZVPD
W 0.22229 0.10312 0.89872
C 1.81435 2.65877 3.56315
Se 1.09538 2.84712 1.77060
C -0.46247 3.85169 2.35014
C -1.10122 4.65080 1.23980
Se -0.98000 3.89856 -0.56186
C 0.06546 5.33589 -1.34570
H 1.09658 2.16230 4.21172
H 2.03578 3.66168 3.91865
H 2.73351 2.08691 3.50856
H -0.08225 4.52078 3.12159
H -1.15983 3.15894 2.81749
H -0.63275 5.62958 1.16358
H -2.15463 4.79278 1.46890
H -0.50584 6.25943 -1.32027
H 0.26390 5.06686 -2.38061
H 1.00467 5.44540 -0.80914
O -3.91687 2.22274 1.95905
C -3.88270 1.53612 3.12590
C -4.99581 1.47266 3.95776
C -4.93271 0.77715 5.14999
C -3.76165 0.13114 5.54560
C -2.65861 0.19115 4.72394
C -2.70021 0.88175 3.50270
C -1.51751 0.83306 2.64937
O -0.44109 0.26241 3.02992
O -1.50132 1.25001 1.43576
H -4.77571 2.65790 1.87229
H -5.90870 1.97999 3.66746
H -5.80822 0.74222 5.78511
H -3.71927 -0.40145 6.48497
H -1.73543 -0.29943 5.00349
C 3.82188 -4.53420 -1.98774
C 2.91487 -3.48590 -1.42080
C 1.65136 -3.78663 -0.92237
C 0.87798 -2.80480 -0.34133
N 1.28572 -1.53058 -0.20737
C 2.48803 -1.22988 -0.73260
C 3.30308 -2.15231 -1.34458
H 3.30638 -5.48183 -2.12559
H 4.65993 -4.69754 -1.30577
H 4.23881 -4.21545 -2.94301
H 1.26101 -4.79470 -0.97176
H -0.10177 -3.05819 0.02112
H 2.80126 -0.19665 -0.64340
H 4.26431 -1.82935 -1.72401
Cl -1.91636 -4.19585 3.78985
C -2.23258 -3.06761 2.53715
C -3.50628 -2.88260 2.02583
C -3.68001 -1.93698 1.03058
C -2.59723 -1.20209 0.59020
N -1.36021 -1.39133 1.07796
C -1.19081 -2.31355 2.03936
H -4.33680 -3.46242 2.40719
H -4.65436 -1.74598 0.60340
H -2.73739 -0.42226 -0.14450
H -0.18934 -2.44503 2.42661
Cl 5.74240 -4.87443 2.25973
C 4.72774 -3.47439 2.21881
C 3.43058 -3.55339 2.70575
C 2.61315 -2.43700 2.63706
C 3.05406 -1.24135 2.07311
C 2.16751 -0.03096 1.96100
C 4.37859 -1.18014 1.64590
C 5.21854 -2.28254 1.71433
H 3.07601 -4.47814 3.14062
H 1.61616 -2.49520 3.06159
H 1.81871 0.22426 2.95984
H 2.78031 0.80265 1.60402
H 4.76677 -0.25095 1.24043
H 6.24405 -2.22181 1.37572
C 3.72807 1.29894 -4.25144
Si 2.25756 1.89598 -3.30433
C 1.29009 3.17206 -4.22927
C 2.77832 2.49861 -1.61869
C 1.09742 0.39983 -3.12205
Te -0.52464 0.58879 -1.77332
C -1.41564 -1.23655 -2.44364
Si -2.90831 -0.91833 -3.57599
C -4.17447 0.06368 -2.62606
C -2.30340 0.04640 -5.03687
C -3.59511 -2.56413 -4.05372
H 4.41930 2.12361 -4.44492
H 3.44433 0.87594 -5.21809
H 4.27280 0.53539 -3.69051
H 1.78585 4.14464 -4.23676
H 0.29250 3.30393 -3.79837
H 1.16221 2.85771 -5.26883
H 2.87796 3.58675 -1.59974
H 3.74952 2.07891 -1.33977
H 2.05981 2.24598 -0.83532
H 1.61150 -0.53284 -2.88362
H 0.56817 0.25971 -4.06978
H -1.68537 -1.85051 -1.58403
H -0.60520 -1.74079 -2.97396
H -3.75690 0.94556 -2.13022
H -4.68605 -0.55220 -1.88075
H -4.93923 0.42808 -3.31709
H -1.86206 1.00175 -4.73684
H -3.13380 0.27649 -5.70835
H -1.56073 -0.51296 -5.61201
H -3.91572 -3.12969 -3.17541
H -2.86566 -3.16644 -4.59978
H -4.46632 -2.43525 -4.70146
```

Computed properties:
Multiplicity: 3
Frontier orbital gap (alpha / beta), eV: 7.5083 / 6.7184
HOMO (alpha / beta), hartree: -0.475 / -0.474
Charge: +2
<S²>: 2.0243
Energy, a.u.: -8414.45907
E_LUMO (alpha / beta), eV: -5.42 / -6.17

Entry 4:
The following is a quantum chemistry calculation of 4 unconnected molecules or ions with the total composition C37H55Br3FO14P2S, from the OMol25 dataset.

```
113
C37H55Br3FO14P2S, DFT ωB97M-V/def2-TZVPD
C 2.43505 4.23117 0.68940
C 1.96849 2.73263 0.49103
Br 1.78680 2.21974 -1.37675
C 1.74216 1.88698 1.53833
Br 2.08591 2.78970 3.28856
P 1.11730 0.04007 1.39943
C 1.83205 -0.42985 3.13934
C 1.69756 -1.91934 3.61598
C 2.46837 -1.95862 5.02556
O 3.87670 -1.70385 4.88262
C 2.54017 -0.54978 0.31836
C 3.55115 -1.58695 0.85318
C 3.56494 -3.02061 0.62954
C 4.60862 -3.91811 1.15500
C 5.72863 -3.41067 1.95050
C 6.82496 -4.36600 2.51610
C 5.75262 -1.94842 2.15016
C 4.71748 -1.08935 1.62471
P -0.53515 0.94546 2.71075
O -1.53309 1.96424 1.71412
Br -1.90102 -0.63493 3.57760
O -0.05260 0.35904 0.14443
C -1.01887 -0.65402 -0.09977
C -1.61554 -0.37708 -1.51845
C -2.97211 -1.13729 -1.78215
C -4.05005 -1.17527 -0.77283
C -5.32240 -1.85085 -0.99643
C -5.59546 -2.55634 -2.24479
C -4.54145 -2.51064 -3.26354
C -3.27704 -1.81741 -3.04273
C -0.29972 -1.99938 0.30331
S -1.70102 -3.08262 0.97197
C 0.32770 -2.97519 -0.77423
C -0.57540 -3.43055 -1.94733
O -1.36012 -4.30774 -1.97938
F -0.36273 -2.74117 -3.16868
O 0.49405 -1.62863 1.41845
H 1.58613 4.74903 1.20258
H 2.56131 4.73583 -0.30581
H 3.40138 4.29494 1.24524
H 1.22526 0.11868 3.92804
H 2.87213 -0.01946 3.28965
H 0.65705 -2.21931 3.92156
H 2.23111 -2.69148 3.01738
H 1.98178 -1.20038 5.71387
H 2.27067 -2.96431 5.48864
H 4.18274 -1.54088 5.79364
H 2.12787 -0.77813 -0.70597
H 3.20831 0.34465 0.12711
H 2.76587 -3.49815 0.02980
H 4.60018 -5.01832 0.97443
H 6.79367 -5.30641 1.90405
H 6.66116 -4.64870 3.58537
H 7.84571 -3.92075 2.36294
H 6.61099 -1.54587 2.74794
H 4.81271 0.00714 1.81924
H -2.42257 1.55833 1.75143
H -1.89991 -0.45700 0.58374
H -1.90458 0.71548 -1.53513
H -0.88955 -0.49769 -2.36461
H -3.93046 -0.65830 0.21004
H -6.10524 -1.83563 -0.20319
H -6.52790 -3.11370 -2.47590
H -4.70532 -3.02863 -4.24024
H -2.54050 -1.81571 -3.87453
H -1.26084 -4.38581 0.83095
H 0.60385 -3.91490 -0.21619
H 1.29251 -2.62181 -1.23082
C 0.09425 -1.34335 11.55952
C 1.41496 -1.01653 10.88985
O 1.24259 -0.81927 9.48340
C 0.75119 0.37475 9.12443
O 0.46034 1.27564 9.87217
O 0.61762 0.38478 7.79678
C 0.02014 1.57547 7.27708
H -0.38704 -2.18909 11.06446
H 0.24629 -1.58666 12.61286
H -0.59653 -0.50093 11.49761
H 2.09896 -1.85867 11.00445
H 1.89235 -0.14678 11.34631
H 0.54121 2.46637 7.62865
H -1.03433 1.61260 7.55286
H 0.09460 1.54003 6.18817
C 0.60855 4.05302 -5.79144
C 1.75896 4.17517 -4.81157
O 2.95726 4.60033 -5.47803
C 3.03427 5.90429 -5.74947
O 2.20748 6.73887 -5.48077
O 4.18719 6.12664 -6.39882
C 4.35981 7.47532 -6.82647
H 0.88528 3.40903 -6.62887
H -0.27288 3.63864 -5.29951
H 0.34338 5.02562 -6.21007
H 1.97177 3.19764 -4.37891
H 1.51541 4.84744 -3.98708
H 4.22797 8.17338 -5.99937
H 3.66256 7.70238 -7.63428
H 5.37633 7.57461 -7.20438
C -7.13756 -1.03370 -9.66382
C -8.15926 -0.99007 -8.54418
O -7.51868 -0.90177 -7.26716
C -7.07633 0.31543 -6.92722
O -7.18006 1.31851 -7.58865
O -6.47677 0.22080 -5.73732
C -5.87734 1.43575 -5.28761
H -6.41459 -1.83346 -9.49148
H -7.62706 -1.19738 -10.62566
H -6.57506 -0.10030 -9.71894
H -8.73431 -1.91703 -8.54032
H -8.86758 -0.16985 -8.67850
H -6.59033 2.26038 -5.30751
H -5.00412 1.66841 -5.89837
H -5.55335 1.28242 -4.25945
```

Computed properties:
Frontier orbital gap, eV: 6.0172
HOMO, hartree: -0.143
Charge: -1
Energy, a.u.: -11399.01619
Energy relative to the best compared isomer or geometry (same formula, charge and spin), kJ/mol: 0.0
E_LUMO, eV: 2.12